132
Properties=species:S:1:pos:R:3:forces:R:3:mulliken_charge:R:1 method="wB97M-V/def2-TZVPD" homo_lumo_gap_ev=8.373 lumo_ev=0.5 largest_force_ev_per_a=2.002 e_homo_ev=-7.901 multiplicity=1
C -3.157 5.118 0.103 -0.632 -0.442 0.425 -1.996
C -1.743 5.543 -0.287 -0.715 -0.030 -0.725 1.503
C -1.408 6.810 0.499 0.511 0.139 0.032 -1.167
C 0.092 7.086 0.507 -0.340 0.096 -0.306 -0.713
C 0.809 5.873 1.040 1.117 -0.071 0.770 -1.375
C 0.594 4.578 0.246 -0.259 1.330 0.182 1.965
N -0.852 4.460 0.089 -0.080 -0.833 1.138 0.213
O -1.183 3.231 -0.553 0.344 0.838 -0.303 -0.299
C 1.358 4.669 -1.078 0.086 -1.277 0.110 -1.342
C 1.094 3.442 1.111 0.942 -0.202 -0.582 -1.866
C -1.762 5.855 -1.796 0.147 0.440 -0.210 -1.735
H -3.443 4.123 -0.243 0.314 0.079 -0.326 0.350
H -3.917 5.804 -0.276 0.155 0.169 0.049 0.422
H -3.258 5.051 1.190 0.109 0.203 -0.022 0.444
H -1.943 7.642 0.036 -0.128 -0.016 0.106 0.435
H -1.762 6.697 1.525 0.002 0.010 0.019 0.345
H 0.346 7.984 1.072 -0.124 -0.082 0.202 0.412
H 0.424 7.310 -0.513 0.041 -0.106 0.008 0.334
H 0.579 5.654 2.091 -0.575 0.236 -0.116 0.480
H 1.887 6.074 1.117 -0.033 -0.105 -0.408 0.465
H 1.164 3.754 -1.659 -0.180 0.297 -0.209 0.039
H 1.092 5.552 -1.643 0.172 0.062 -0.149 0.372
H 2.433 4.594 -0.901 0.012 0.438 0.065 0.426
H 0.505 3.309 2.014 -0.187 -0.125 -0.087 0.475
H 1.191 2.533 0.514 -0.382 -0.194 0.269 -0.348
H 2.128 3.665 1.400 -0.098 0.086 0.119 0.697
H -2.494 6.642 -1.997 -0.165 -0.187 0.073 0.513
H -2.046 4.988 -2.395 0.049 -0.012 0.011 0.351
H -0.828 6.274 -2.176 0.111 -0.262 0.084 0.345
H -0.871 3.389 -1.456 -0.175 -0.503 -0.227 0.268
C 2.789 0.628 2.137 -0.306 -0.630 -0.147 -1.096
C 3.138 -0.376 3.257 -0.418 0.281 0.054 2.110
C 3.654 -1.685 2.670 0.433 -0.006 -0.486 -1.124
C 5.111 -1.601 2.252 0.833 0.173 0.243 -0.445
C 6.063 -1.055 3.328 -0.797 0.612 -0.224 -1.349
C 5.534 0.268 3.922 0.494 0.219 -0.600 1.508
N 4.123 0.091 4.223 -0.047 -0.452 0.985 0.170
O 3.615 1.222 4.931 0.069 0.070 -0.439 -0.484
C 6.291 0.524 5.219 0.703 -0.154 -0.465 -1.982
C 5.825 1.435 2.956 -0.710 -0.077 -0.093 -1.702
C 1.846 -0.686 4.031 -0.537 0.479 0.077 -1.899
H 3.448 0.493 1.278 0.150 0.472 0.066 -0.054
H 2.720 1.653 2.492 0.367 0.043 0.052 0.923
H 1.789 0.383 1.771 0.014 -0.035 -0.019 -0.414
H 3.484 -2.498 3.377 0.061 -0.020 0.036 0.565
H 3.084 -1.877 1.756 -0.256 -0.244 0.208 -0.026
H 5.219 -0.911 1.408 -0.193 -0.148 -0.124 0.143
H 5.520 -2.558 1.920 -0.316 -0.066 -0.105 0.506
H 6.990 -0.811 2.809 0.292 -0.235 0.349 0.436
H 6.237 -1.732 4.165 0.005 -0.310 -0.226 0.389
H 6.010 1.451 5.712 -0.251 -0.137 0.180 0.443
H 6.237 -0.366 5.846 -0.240 0.245 0.363 0.446
H 7.346 0.637 4.946 -0.019 -0.024 0.078 0.396
H 5.396 2.336 3.399 0.252 0.160 -0.133 0.351
H 6.885 1.554 2.736 0.074 0.072 0.310 0.462
H 5.330 1.281 1.996 -0.004 0.010 0.021 0.313
H 2.038 -0.812 5.095 0.061 -0.361 -0.045 0.426
H 1.325 -1.556 3.627 0.214 -0.124 0.031 0.407
H 1.121 0.129 3.954 0.163 0.129 0.049 0.279
H 3.521 0.885 5.827 -0.050 0.069 0.071 0.356
C -6.426 -4.668 -1.122 -0.144 -0.873 0.093 -1.863
C -5.057 -4.851 -1.812 -0.119 -0.082 -0.579 1.761
C -4.775 -3.698 -2.771 -0.557 0.668 -1.059 -1.607
C -4.291 -2.414 -2.120 -0.565 0.078 0.107 -1.069
C -3.166 -2.637 -1.109 -0.601 0.108 -0.871 0.594
C -3.349 -3.860 -0.176 -0.158 1.837 0.781 2.254
N -3.929 -4.955 -0.914 1.255 -0.429 -0.778 0.439
O -3.966 -6.158 -0.161 -0.322 0.346 0.475 -0.530
C -1.932 -4.227 0.272 0.220 -1.629 -0.774 -1.892
C -4.196 -3.374 1.032 -0.386 -0.673 0.158 -1.611
C -5.111 -6.121 -2.675 -0.354 0.270 -0.471 -2.024
H -6.402 -5.186 -0.160 0.013 0.394 0.161 0.420
H -7.201 -5.220 -1.664 0.045 0.263 -0.253 0.450
H -6.751 -3.634 -1.040 0.127 0.061 0.265 0.333
H -4.144 -3.987 -3.620 0.552 -0.256 0.556 0.367
H -5.698 -3.467 -3.325 -0.143 -0.097 0.384 0.486
H -5.146 -1.905 -1.653 0.070 -0.290 0.299 0.270
H -4.008 -1.689 -2.888 0.322 -0.168 -0.005 0.483
H -3.169 -1.727 -0.512 0.609 -0.070 0.176 -0.610
H -2.229 -2.722 -1.666 0.019 -0.055 0.121 -0.226
H -1.224 -3.407 0.356 -0.371 0.219 0.434 -0.008
H -1.903 -4.907 1.127 -0.082 0.460 0.325 0.468
H -1.518 -4.851 -0.540 0.042 0.286 -0.011 0.537
H -5.256 -3.491 0.806 0.005 0.176 -0.014 0.412
H -4.021 -3.980 1.925 0.077 -0.008 -0.071 0.363
H -4.032 -2.329 1.292 0.192 0.005 -0.010 0.190
H -4.250 -6.227 -3.338 0.391 -0.093 0.547 0.403
H -5.924 -5.997 -3.400 -0.236 -0.123 0.332 0.494
H -5.277 -7.003 -2.064 0.021 -0.116 -0.140 0.400
H -3.062 -6.483 -0.228 -0.032 -0.171 -0.121 0.352
C -0.393 -0.736 -3.608 0.023 -0.794 -0.087 -1.780
C 1.126 -0.618 -3.783 0.032 0.726 0.060 2.296
C 1.656 0.623 -3.054 -0.212 0.271 0.328 -2.227
C 1.623 0.475 -1.531 -0.252 0.025 -0.796 0.734
C 2.404 -0.767 -1.155 -0.098 0.306 1.229 -0.854
C 2.002 -2.057 -1.873 -0.311 0.510 0.075 2.558
N 1.950 -1.736 -3.305 0.479 -0.241 -0.293 -0.085
O 1.584 -2.933 -3.990 -0.415 -0.128 0.058 -0.479
C 3.104 -3.090 -1.645 0.674 -0.160 -0.680 -1.740
C 0.652 -2.589 -1.327 0.006 0.093 0.154 -2.046
C 1.439 -0.441 -5.267 -0.099 -0.588 -0.300 -2.201
H -0.899 0.103 -4.083 0.024 0.085 0.054 0.477
H -0.708 -0.828 -2.571 -0.005 0.311 0.018 0.117
H -0.724 -1.655 -4.104 -0.066 0.104 -0.043 0.372
H 2.685 0.800 -3.379 0.014 -0.017 0.050 0.453
H 1.070 1.505 -3.337 -0.003 -0.132 -0.203 0.487
H 0.586 0.423 -1.176 0.021 -0.112 -0.096 -0.597
H 2.036 1.386 -1.095 0.212 -0.175 0.189 0.634
H 2.221 -0.949 -0.088 0.217 -0.138 -0.052 -0.890
H 3.472 -0.544 -1.234 0.021 -0.264 -0.313 0.846
H 2.723 -4.109 -1.640 0.003 -0.012 0.116 0.391
H 3.831 -3.029 -2.462 -0.148 0.038 -0.041 0.450
H 3.712 -2.899 -0.758 -0.445 -0.033 0.309 0.284
H 0.815 -3.464 -0.698 -0.016 -0.028 -0.067 0.708
H 0.110 -1.865 -0.709 0.172 0.071 -0.174 0.114
H -0.016 -2.856 -2.142 0.116 -0.288 0.042 0.378
H 1.078 -1.296 -5.846 -0.115 0.053 0.084 0.484
H 2.518 -0.404 -5.426 -0.008 0.287 0.046 0.469
H 0.942 0.438 -5.677 0.148 0.143 0.088 0.379
H 2.214 -3.007 -4.713 0.142 0.041 0.077 0.391
C -1.043 -0.366 1.294 -0.288 0.362 0.479 0.933
O -1.685 0.687 0.578 0.536 -0.259 -0.161 -0.309
H -1.644 -1.262 1.160 0.131 -0.108 -0.038 -0.243
H -0.012 -0.525 0.976 -0.074 -0.102 -0.168 -1.046
H -1.027 -0.120 2.361 0.057 -0.145 0.030 0.434
H -1.023 1.361 0.377 -0.283 0.321 -0.072 0.031
C -4.933 1.286 0.908 0.295 0.126 0.237 -0.256
O -4.071 0.835 1.939 -0.231 -0.063 0.180 -0.620
H -5.960 1.184 1.253 0.000 -0.067 0.049 0.308
H -4.748 2.346 0.705 -0.105 -0.030 -0.198 0.075
H -4.812 0.705 -0.012 0.028 0.047 -0.044 0.075
H -3.159 1.013 1.664 -0.148 -0.062 -0.245 0.391

---

13
Properties=species:S:1:pos:R:3:forces:R:3:mulliken_charge:R:1 method="wB97M-V/def2-TZVPD" homo_lumo_gap_ev=11.227 lumo_ev=0.8 largest_force_ev_per_a=0.832 e_homo_ev=-10.423 multiplicity=1
N -2.493 -0.637 0.649 -0.193 0.392 -0.006 -0.659
C -1.695 0.211 0.190 -0.119 -0.684 0.138 0.955
O -1.524 1.440 -0.262 0.768 -0.252 -0.195 -0.447
C -0.348 0.323 -0.264 -0.181 0.595 -0.241 -0.585
O 0.658 0.570 0.613 -0.173 0.262 -0.039 -0.259
C 1.945 0.624 0.137 0.120 -0.030 -0.262 0.167
N 2.295 0.119 -0.959 -0.158 0.225 0.349 -0.569
H -3.448 -0.334 0.775 -0.152 0.350 0.031 0.265
H -0.965 -1.854 0.425 0.462 -0.539 -0.003 -0.012
H -0.028 -0.008 -1.252 -0.260 0.404 0.117 0.491
H -0.247 -1.858 0.211 0.091 -0.573 0.106 0.025
H 2.560 1.148 0.870 -0.027 -0.149 -0.076 0.379
H 3.290 0.256 -1.132 -0.178 0.000 0.080 0.249

---

95
Properties=species:S:1:pos:R:3:forces:R:3:mulliken_charge:R:1 method="wB97M-V/def2-TZVPD" homo_lumo_gap_ev=7.057 lumo_ev=2.4 largest_force_ev_per_a=0.977 charge=-1 e_homo_ev=-4.652 multiplicity=1
Ca -0.788 -0.304 -0.577 -0.239 0.859 -0.401 1.629
C -3.009 2.961 -1.084 0.029 -0.020 0.011 -0.822
O -2.366 1.893 -1.755 -0.223 -0.102 0.142 0.499
C -3.062 1.568 -2.942 -0.089 0.038 -0.006 -0.940
C -2.304 0.474 -3.635 0.014 -0.116 -0.143 -0.285
O -2.330 -0.731 -2.909 0.322 0.099 0.305 0.302
C -3.478 -1.530 -3.089 -0.075 -0.013 0.051 -1.022
H -3.083 3.834 -1.742 0.015 0.006 -0.038 0.346
H -2.413 3.222 -0.220 0.101 0.018 0.119 0.080
H -4.012 2.667 -0.763 -0.023 -0.033 0.012 0.256
H -3.123 2.445 -3.598 0.039 0.069 0.007 0.416
H -4.082 1.251 -2.699 -0.046 -0.006 0.012 0.364
H -1.254 0.773 -3.700 0.021 -0.055 -0.075 -0.249
H -2.684 0.330 -4.653 -0.038 -0.033 -0.009 0.550
H -3.622 -1.756 -4.150 0.012 -0.009 -0.032 0.317
H -4.379 -1.051 -2.693 0.012 0.007 0.002 0.300
H -3.302 -2.455 -2.543 0.015 0.011 0.008 0.202
C 4.424 1.843 -0.176 0.088 0.154 -0.030 -1.332
Si 2.827 0.838 -0.013 -0.010 -0.039 0.029 0.205
C 2.522 0.847 1.844 -0.138 0.030 0.134 -0.227
C 3.332 -0.863 -0.645 0.002 -0.117 -0.075 -0.673
C 1.377 1.579 -0.885 -0.179 0.241 0.168 1.588
C 0.609 2.430 0.037 0.072 -0.173 -0.045 -0.739
C 0.826 3.820 0.218 -0.138 -0.017 -0.017 -0.704
C 0.142 4.518 1.186 0.010 -0.042 0.011 -0.897
C -0.778 3.850 1.998 0.045 0.081 -0.035 -0.973
C -0.982 2.512 1.753 0.049 -0.152 -0.203 -0.706
N -0.343 1.823 0.795 -0.031 -0.012 0.163 1.108
Si 1.735 2.294 -2.540 -0.178 -0.051 -0.039 0.081
C 2.293 0.916 -3.703 0.079 -0.113 -0.029 -0.821
C 3.057 3.634 -2.758 0.104 0.145 0.112 -1.277
C 0.189 3.163 -3.208 -0.106 0.033 -0.098 -0.270
H 5.167 1.495 0.552 -0.059 0.005 -0.050 0.334
H 4.240 2.908 0.010 0.056 -0.093 -0.008 0.337
H 4.864 1.746 -1.173 -0.006 0.022 0.071 0.252
H 3.222 0.193 2.375 -0.006 0.066 -0.042 0.444
H 1.506 0.548 2.115 0.165 0.067 -0.012 -0.527
H 2.668 1.871 2.212 -0.012 -0.064 -0.012 0.371
H 3.907 -1.410 0.113 -0.016 0.061 -0.067 0.374
H 3.980 -0.747 -1.522 -0.063 -0.036 0.052 0.342
H 2.476 -1.468 -0.957 0.065 -0.013 0.053 -0.132
H 1.577 4.308 -0.390 -0.042 0.002 0.026 0.180
H 0.337 5.574 1.338 0.003 -0.011 -0.024 0.408
H -1.322 4.357 2.784 0.010 -0.006 -0.003 0.406
H -1.710 1.952 2.333 0.068 0.069 -0.096 0.142
H 3.369 0.991 -3.904 -0.101 -0.023 0.010 0.373
H 1.777 0.961 -4.668 0.040 -0.001 0.048 0.339
H 2.102 -0.066 -3.263 0.004 0.053 -0.069 -0.120
H 4.059 3.261 -2.545 0.018 0.040 -0.022 0.334
H 2.883 4.507 -2.118 0.032 -0.059 -0.092 0.354
H 3.040 3.981 -3.798 -0.011 -0.019 0.042 0.357
H -0.718 2.735 -2.778 0.146 0.111 -0.084 -0.610
H 0.130 3.092 -4.301 0.035 0.031 0.064 0.501
H 0.202 4.229 -2.950 0.026 -0.066 -0.015 0.345
N 1.457 -2.116 1.843 0.180 -0.199 0.039 0.602
C 1.671 -2.033 3.177 -0.001 -0.037 -0.169 -0.002
C 2.758 -2.592 3.819 0.025 -0.036 0.046 -0.752
C 2.897 -2.492 5.217 -0.006 0.016 -0.064 -0.673
C 1.973 -1.843 5.990 -0.022 0.025 -0.016 -0.931
C 0.851 -1.248 5.361 -0.029 -0.009 0.034 0.573
C -0.166 -0.560 6.064 0.015 -0.011 0.021 -0.746
C -1.223 -0.029 5.386 -0.011 0.053 -0.039 -1.346
C -1.263 -0.153 3.979 -0.010 -0.079 0.035 -0.333
N -0.334 -0.761 3.292 -0.079 -0.110 0.055 0.356
C 0.700 -1.329 3.963 -0.052 0.105 -0.057 0.910
H 2.132 -2.511 1.214 -0.005 0.024 0.002 0.220
H 0.666 -1.634 1.460 -0.069 -0.140 0.139 -0.767
H 3.501 -3.121 3.233 -0.015 0.017 0.056 0.437
H 3.761 -2.948 5.687 -0.014 0.008 -0.022 0.366
H 2.085 -1.775 7.066 -0.013 -0.006 -0.037 0.378
H -0.091 -0.471 7.142 -0.011 -0.003 -0.003 0.386
H -2.018 0.495 5.903 0.001 -0.023 -0.011 0.417
H -2.098 0.254 3.413 0.059 -0.077 0.092 0.740
F -1.437 -3.289 1.747 0.083 0.116 0.020 -0.456
C -2.610 -2.658 1.480 0.084 -0.074 -0.016 -0.686
C -2.646 -1.555 0.653 -0.234 0.002 0.139 0.652
C -3.921 -1.081 0.465 0.058 0.161 -0.026 -0.087
F -4.124 0.024 -0.334 0.052 0.039 -0.023 -0.320
C -5.076 -1.597 1.023 -0.091 0.023 -0.022 -0.226
F -6.290 -1.065 0.780 -0.006 0.008 0.001 -0.351
C -4.966 -2.689 1.857 0.001 -0.044 0.035 0.969
F -6.056 -3.225 2.428 -0.026 -0.014 0.015 -0.350
C -3.714 -3.228 2.090 -0.058 -0.044 0.039 -0.137
F -3.603 -4.295 2.900 -0.008 -0.029 0.008 -0.343
Br 1.701 -6.083 -4.059 0.010 -0.019 -0.017 -0.272
C 1.052 -4.535 -3.142 -0.007 -0.014 -0.006 0.014
C 0.851 -3.362 -3.847 -0.015 0.043 0.052 -0.638
C 0.382 -2.245 -3.158 0.004 0.005 0.042 -0.416
C 0.099 -2.219 -1.778 0.352 -0.618 -0.035 0.222
C 0.314 -3.461 -1.143 -0.018 0.007 -0.080 -0.075
C 0.781 -4.608 -1.790 -0.024 0.094 0.041 -0.789
H 1.059 -3.319 -4.909 0.000 -0.008 0.010 0.407
H 0.230 -1.347 -3.756 0.010 -0.027 0.018 0.213
H 0.094 -3.574 -0.082 0.032 0.023 -0.056 0.295
H 0.928 -5.536 -1.249 -0.009 0.025 -0.025 0.425